This record from the Open Molecules 2025 dataset describes a cluster of 6 separate species, C18H56FNO25P6SSi in total. The level of theory is ωB97M-V/def2-TZVPD.

The SMILES is C[Si](C)(C)N(P(=O)(O)O)S(=O)(=O)F.COP(=O)(OC)OC.COP(=O)(OC)OC.COP(=O)(OC)OC.COP(=O)(OC)OC.COP(=O)(OC)OC. As for the HOMO-LUMO gap: 6.480 eV. The LUMO energy is -3.0 eV.

Last column: Mulliken charge in e.
Positions of all 109 atoms, in Å:
C -0.167 0.406 4.505  -1.01
Si 1.515 0.502 3.620  0.60
C 1.869 -1.203 2.858  -1.05
C 1.255 1.715 2.128  -0.98
N 2.862 1.209 4.600  0.43
P 2.323 2.321 5.838  0.34
O 1.478 1.713 6.930  -0.38
O 1.511 3.546 5.000  -0.46
O 3.600 3.124 6.593  -0.48
S 3.974 0.061 5.174  0.99
O 5.040 0.646 6.031  -0.57
O 3.362 -1.095 5.864  -0.51
F 4.748 -0.469 3.802  -0.25
H -0.105 0.051 5.569  0.27
H -0.626 1.432 4.523  0.33
H -0.830 -0.250 3.860  0.35
H 2.674 -1.172 2.078  0.30
H 0.887 -1.604 2.461  0.31
H 2.183 -1.910 3.676  0.30
H 0.227 2.177 2.194  0.30
H 2.033 2.541 2.204  0.27
H 1.380 1.186 1.145  0.22
H 2.055 3.693 4.197  0.32
H 3.796 2.635 7.416  0.34
C -2.002 -1.607 -1.746  -0.73
O -1.656 -0.644 -2.748  -0.29
P 0.033 -0.398 -2.948  0.98
O -0.008 0.752 -1.943  -0.61
O -0.221 0.128 -4.477  -0.03
C -1.240 1.087 -4.736  -0.84
O 1.717 -0.232 -3.187  -0.51
C 2.247 1.082 -3.273  -0.47
H -3.087 -1.677 -1.691  0.25
H -1.598 -2.585 -2.014  0.36
H -1.612 -1.299 -0.772  0.28
H -1.377 1.767 -3.893  0.32
H -2.178 0.579 -4.961  0.39
H -0.946 1.670 -5.610  0.27
H 2.381 1.497 -2.275  0.20
H 1.608 1.735 -3.870  0.22
H 3.226 1.014 -3.754  0.25
C -3.592 -6.605 1.795  -0.74
O -3.563 -6.931 0.403  -0.25
P -2.042 -7.498 -0.167  0.98
O -1.565 -6.103 -0.566  -0.56
O -2.782 -8.278 -1.401  -0.30
C -3.704 -7.578 -2.224  -0.60
O -0.583 -8.300 -0.545  -0.47
C 0.093 -7.920 -1.732  -0.44
H -4.590 -6.247 2.047  0.24
H -3.377 -7.492 2.393  0.32
H -2.863 -5.821 2.019  0.32
H -3.438 -6.523 -2.320  0.30
H -4.712 -7.671 -1.818  0.26
H -3.686 -8.036 -3.214  0.25
H 0.674 -7.014 -1.558  0.20
H -0.602 -7.768 -2.559  0.24
H 0.780 -8.726 -1.995  0.24
C 1.217 -0.979 -6.719  -0.44
O 2.226 -0.623 -7.670  -0.38
P 2.470 1.070 -7.834  1.29
O 1.461 1.203 -8.974  -0.68
O 3.994 0.826 -8.380  -0.33
C 4.221 -0.083 -9.448  -0.70
O 2.784 2.742 -7.679  -0.48
C 2.912 3.504 -8.868  -0.57
H 1.127 -2.066 -6.695  0.27
H 1.501 -0.627 -5.730  0.11
H 0.255 -0.546 -7.004  0.29
H 3.377 -0.111 -10.139  0.34
H 4.410 -1.083 -9.053  0.27
H 5.109 0.248 -9.989  0.25
H 1.927 3.759 -9.257  0.22
H 3.491 2.973 -9.625  0.26
H 3.434 4.429 -8.614  0.27
C -1.409 -2.770 13.155  -0.75
O -0.436 -2.487 12.147  -0.26
P -0.289 -0.819 11.745  1.01
O -1.317 -0.903 10.618  -0.62
O 1.239 -1.056 11.210  -0.29
C 1.506 -2.092 10.275  -0.64
O -0.066 0.871 11.658  -0.48
C 0.008 1.461 10.370  -0.44
H -1.431 -3.847 13.323  0.23
H -1.137 -2.275 14.089  0.32
H -2.400 -2.437 12.833  0.33
H 0.658 -2.261 9.609  0.33
H 1.755 -3.015 10.801  0.28
H 2.368 -1.792 9.677  0.25
H -0.995 1.605 9.967  0.24
H 0.605 0.858 9.685  0.21
H 0.480 2.440 10.475  0.27
C -3.414 7.448 -2.643  -0.75
O -3.712 6.809 -3.888  -0.27
P -2.381 5.988 -4.606  0.96
O -2.005 7.233 -5.406  -0.61
O -3.426 5.036 -5.432  -0.21
C -4.511 5.627 -6.135  -0.70
O -1.085 5.070 -5.248  -0.36
C -0.786 5.214 -6.629  -0.38
H -4.314 7.945 -2.284  0.23
H -3.105 6.706 -1.905  0.32
H -2.623 8.191 -2.776  0.33
H -4.254 6.619 -6.510  0.34
H -5.386 5.691 -5.485  0.28
H -4.755 4.983 -6.981  0.24
H -0.191 6.113 -6.790  0.23
H -1.693 5.248 -7.235  0.28
H -0.194 4.348 -6.933  0.07

This record from the Open Molecules 2025 dataset describes a structure of composition C18H57ClN6O4. The level of theory is ωB97M-V/def2-TZVPD.

Its net charge is +2. As for the HOMO-LUMO gap: 5.619 eV. The LUMO energy is -6.3 eV. For the energy above the lowest of the compared OMol25 structures with the same formula, charge and spin, the calculation gives 825.3 kcal/mol.

Last column: Mulliken charge in e.
Positions of all 86 atoms, in Å:
N -0.196 3.326 2.139  0.16
H 0.753 3.105 1.876  0.20
H -0.191 3.574 3.118  0.43
H -0.776 2.519 1.957  0.15
H -0.597 4.087 1.611  0.40
N -1.114 -0.721 4.046  0.06
H -1.140 -1.640 3.628  0.32
H -1.982 -0.674 4.561  0.47
H -1.077 0.039 3.381  0.20
H -0.367 -0.536 4.701  0.36
N 1.872 1.323 3.122  0.04
H 2.257 2.253 3.041  0.47
H 2.287 0.932 2.288  -0.40
H 0.879 1.286 2.940  0.31
H 2.160 0.724 3.882  0.49
Cl -0.500 0.807 1.647  -0.60
O 0.165 1.626 0.681  -0.87
O -1.387 1.570 2.495  -0.84
O -1.185 -0.297 1.001  0.40
O 0.405 0.313 2.623  -0.95
C -1.645 -1.934 0.462  -1.75
C -1.358 -1.770 -1.038  -0.27
N -1.818 -2.783 -1.944  0.39
C -3.177 -3.244 -1.699  -0.56
C -3.173 -4.699 -1.591  -1.24
C -1.460 -2.607 -3.365  -0.52
C -2.231 -1.467 -4.087  -1.51
H -2.663 -1.660 0.738  0.36
H -1.087 -1.325 1.173  -0.10
H -1.580 -2.985 0.742  0.56
H -1.512 -0.726 -1.314  -0.48
H -0.268 -1.744 -1.029  0.63
H -3.551 -3.015 -0.701  0.31
H -3.991 -2.869 -2.320  0.40
H -2.723 -5.016 -2.531  0.27
H -2.597 -4.952 -0.700  0.21
H -4.115 -5.245 -1.531  0.42
H -1.754 -3.541 -3.845  0.33
H -0.379 -2.627 -3.497  0.44
H -3.105 -1.101 -3.548  0.37
H -2.643 -1.768 -5.050  0.46
H -1.525 -0.662 -4.291  -0.40
C -1.269 1.813 -4.626  -0.67
C -1.373 2.414 -3.213  -0.54
N -0.624 1.561 -2.282  0.64
C 0.132 2.267 -1.249  -0.59
C 1.253 3.206 -1.871  -1.86
C -1.240 0.340 -1.814  2.61
C -2.338 0.682 -0.835  -2.02
H -2.043 2.167 -5.307  0.44
H -1.349 0.725 -4.625  0.50
H -0.341 2.166 -5.077  0.32
H -1.031 3.447 -3.271  0.41
H -2.427 2.556 -2.971  0.34
H 0.710 1.568 -0.644  -0.23
H -0.431 2.813 -0.493  0.47
H 0.760 4.109 -2.232  0.55
H 1.744 2.744 -2.727  0.41
H 1.979 3.708 -1.232  0.46
H -1.707 -0.200 -2.637  -2.41
H -0.565 -0.289 -1.233  0.95
H -3.238 0.983 -1.372  0.51
H -2.609 -0.127 -0.156  0.43
H -2.000 1.421 -0.108  0.60
C 2.620 -2.514 2.010  -1.43
C 2.061 -1.105 2.499  0.14
N 2.612 0.065 1.833  0.64
C 2.160 0.138 0.442  -0.49
C 2.290 1.488 -0.099  -0.37
C 4.075 0.181 1.782  -0.60
C 4.599 0.367 3.245  -1.27
H 3.704 -2.583 2.105  0.33
H 2.352 -2.612 0.958  0.30
H 2.171 -3.331 2.574  0.46
H 0.974 -1.113 2.407  -0.09
H 2.205 -1.144 3.578  0.56
H 2.624 -0.600 -0.212  0.61
H 1.083 -0.015 0.518  -0.06
H 3.304 1.538 -0.497  0.54
H 1.549 1.659 -0.880  -0.12
H 2.218 2.222 0.704  0.37
H 4.548 0.984 1.217  0.39
H 4.501 -0.695 1.291  0.56
H 4.329 -0.473 3.886  0.31
H 4.435 1.363 3.656  0.28
H 5.679 0.230 3.187  0.51

- Which of these has the lowest LUMO?
  C18H57ClN6O4

- Among the records above, which one has the lowest LUMO?
  C18H57ClN6O4

- Which of these has the lowest LUMO?
  C18H57ClN6O4